Entry 1:
{
  "formula": "C13H23F3MnNO4P2",
  "method": "ωB97M-V/def2-TZVPD",
  "gap_ev": [5.6, 7.6],
  "charge": 2,
  "homo_ha": [-0.591, -0.591],
  "energy_ev": -81569.2024,
  "e_lumo_ev": [-10.441, -8.499],
  "spin_multiplicity": 5,
  "symbols": ["Mn", "P", "C", "C", "N", "C", "C", "C", "C", "C", "P", "H", "H", "H", "H", "H", "H", "H", "H", "O", "H", "H", "O", "H", "C", "H", "H", "H", "C", "H", "H", "H", "C", "H", "H", "H", "C", "H", "H", "H", "F", "C", "F", "F", "C", "O", "O"],
  "positions_angstrom": [[0.000, 0.000, 0.000], [2.044, -1.021, 0.265], [2.348, -1.485, -1.543], [1.049, -1.788, -2.279], [-0.081, -1.228, -1.770], [-1.259, -1.448, -2.411], [-1.347, -2.226, -3.569], [-0.178, -2.789, -4.087], [1.040, -2.568, -3.438], [-2.500, -0.839, -1.772], [-2.077, 0.663, -0.701], [1.955, -2.988, -3.828], [-2.298, -2.393, -4.053], [-0.214, -3.391, -4.984], [-3.231, -0.558, -2.530], [-2.959, -1.599, -1.139], [2.812, -0.660, -2.024], [3.038, -2.327, -1.598], [1.765, 3.817, -2.397], [2.605, 3.689, -2.995], [2.359, 4.024, -3.902], [-1.550, 4.866, -0.345], [-1.165, 5.670, -0.824], [-1.614, 6.470, -0.417], [-2.298, 2.054, -1.950], [-3.281, 1.999, -2.418], [-2.203, 3.021, -1.456], [-1.539, 1.981, -2.729], [-3.639, 0.828, 0.338], [-3.597, 1.741, 0.932], [-4.521, 0.867, -0.301], [-3.734, -0.024, 1.011], [2.112, -2.704, 1.103], [3.034, -3.223, 0.844], [2.071, -2.584, 2.186], [1.266, -3.312, 0.785], [3.699, -0.250, 0.721], [3.726, -0.020, 1.786], [4.515, -0.934, 0.488], [3.848, 0.671, 0.156], [-1.674, -1.929, 4.497], [-1.612, -2.315, 3.170], [-0.862, -3.472, 3.069], [-2.892, -2.558, 2.709], [-0.983, -1.241, 2.345], [-0.578, -0.122, 2.903], [-0.827, -1.412, 1.052]]
}


Entry 2:
{
  "formula": "C13H23IN4O3S4Sr",
  "method": "ωB97M-V/def2-TZVPD",
  "gap_ev": 4.2,
  "charge": -2,
  "homo_ha": -0.029,
  "energy_ev": -78239.5873,
  "e_lumo_ev": 3.398,
  "spin_multiplicity": 1,
  "symbols": ["Sr", "N", "C", "C", "N", "C", "C", "N", "H", "H", "H", "H", "H", "H", "H", "H", "H", "H", "H", "H", "H", "C", "C", "S", "C", "C", "S", "H", "H", "H", "H", "H", "H", "I", "C", "C", "C", "C", "N", "C", "H", "H", "H", "H", "O", "S", "O", "O", "S"],
  "positions_angstrom": [[-0.832, -0.818, 0.533], [0.493, -2.224, -1.363], [1.575, -2.875, -0.617], [2.520, -1.827, -0.041], [1.925, -1.028, 1.035], [2.190, -1.519, 2.396], [1.013, -2.267, 3.010], [-0.174, -1.410, 3.099], [-0.234, -2.908, -1.558], [0.817, -1.791, -2.219], [2.158, -3.567, -1.238], [1.113, -3.474, 0.177], [2.809, -1.140, -0.845], [3.436, -2.331, 0.299], [2.261, -0.078, 0.964], [2.451, -0.657, 3.021], [3.056, -2.193, 2.398], [1.319, -2.679, 3.980], [0.759, -3.127, 2.393], [-0.043, -0.622, 3.723], [-0.950, -1.978, 3.430], [-1.274, 4.361, 0.428], [-1.684, 2.902, 0.380], [-0.891, 1.998, 1.693], [-2.563, 2.407, -0.524], [-3.239, 3.267, -1.576], [-3.142, 0.734, -0.647], [-0.181, 4.441, 0.376], [-1.559, 4.791, 1.393], [-1.692, 4.981, -0.362], [-3.009, 4.329, -1.523], [-4.323, 3.149, -1.490], [-2.979, 2.910, -2.579], [-1.320, 2.037, -5.271], [-0.289, 2.094, -3.457], [0.498, 3.182, -3.130], [1.148, 3.168, -1.908], [0.971, 2.077, -1.070], [0.219, 1.030, -1.395], [-0.411, 1.037, -2.567], [0.590, 4.023, -3.805], [1.753, 4.006, -1.590], [1.392, 2.065, -0.071], [-1.067, 0.201, -2.773], [-1.498, -6.336, 1.583], [-0.858, -5.058, 1.866], [0.563, -5.035, 1.457], [-1.005, -4.641, 3.265], [-1.810, -3.609, 0.720]]
}


Entry 3:
{
  "formula": "C13H23IN5O3P",
  "method": "ωB97M-V/def2-TZVPD",
  "gap_ev": 9.0,
  "smiles": "[H]/N=C(\\N)NCCCC[C@](C#N)(C[C@@H](C)I)[C@@H](C#N)CP(=O)(O)O",
  "homo_ha": -0.344,
  "energy_ev": -44832.9148,
  "e_lumo_ev": -0.313,
  "spin_multiplicity": 1,
  "symbols": ["H", "N", "C", "N", "N", "C", "C", "C", "C", "C", "C", "N", "C", "C", "C", "I", "C", "C", "N", "C", "P", "O", "O", "O", "H", "H", "H", "H", "H", "H", "H", "H", "H", "H", "H", "H", "H", "H", "H", "H", "H", "H", "H", "H", "H", "H"],
  "positions_angstrom": [[3.427, 1.447, -3.910], [3.049, 0.480, -3.932], [3.421, -0.167, -2.822], [4.277, 0.548, -1.837], [2.968, -1.568, -2.668], [2.139, -1.763, -1.423], [0.600, -1.666, -1.868], [-0.472, -1.674, -0.666], [-0.094, -0.789, 0.621], [-0.313, 0.793, 0.480], [0.548, 1.461, -0.730], [1.155, 1.941, -1.667], [0.185, 1.621, 1.811], [0.248, 0.729, 3.148], [1.732, 0.086, 3.394], [-0.027, 2.162, 4.824], [-1.845, 1.252, 0.206], [-2.261, 1.153, -1.363], [-2.335, 0.970, -2.550], [-2.933, 0.593, 1.199], [-4.420, -0.216, 0.344], [-5.374, -0.660, 1.498], [-4.013, -1.685, -0.472], [-5.337, 0.851, -0.627], [3.651, 0.971, -1.121], [4.785, 1.337, -2.286], [3.762, -2.223, -2.711], [2.347, -0.829, -0.760], [2.417, -2.738, -0.891], [0.385, -2.611, -2.509], [0.371, -0.774, -2.569], [-1.517, -1.462, -1.106], [-0.526, -2.775, -0.291], [-0.706, -1.237, 1.503], [1.014, -0.936, 0.943], [-0.421, 2.572, 1.998], [1.269, 1.953, 1.577], [-0.598, -0.027, 3.275], [1.753, -1.054, 3.305], [2.134, 0.452, 4.418], [2.485, 0.514, 2.617], [-1.865, 2.394, 0.422], [-2.520, -0.179, 1.934], [-3.380, 1.443, 1.854], [-4.280, -2.408, 0.160], [-4.885, 1.718, -0.755]]
}


Entry 4:
{
  "formula": "C13H23LaN4O2P2",
  "method": "ωB97M-V/def2-TZVPD",
  "gap_ev": [5.1, 5.5],
  "charge": 2,
  "homo_ha": [-0.512, -0.510],
  "energy_ev": -43327.2859,
  "e_lumo_ev": [-8.842, -8.378],
  "spin_multiplicity": 1,
  "symbols": ["La", "P", "C", "C", "N", "C", "C", "C", "C", "C", "P", "H", "H", "H", "H", "H", "H", "H", "H", "O", "H", "H", "O", "H", "C", "H", "H", "H", "C", "H", "H", "H", "C", "H", "H", "H", "C", "H", "H", "H", "N", "C", "N", "C", "N"],
  "positions_angstrom": [[0.502, 0.129, 0.760], [-2.080, -0.880, 1.277], [-1.353, -2.359, 0.728], [-0.693, -2.558, -0.432], [0.207, -1.588, -0.914], [0.707, -1.665, -2.194], [0.320, -2.677, -3.064], [-0.560, -3.658, -2.604], [-1.046, -3.584, -1.286], [1.673, -0.591, -2.671], [2.521, 0.367, -1.325], [-1.745, -4.352, -0.924], [0.724, -2.677, -4.060], [-0.867, -4.491, -3.292], [2.428, -1.055, -3.304], [1.118, 0.138, -3.280], [0.252, -2.370, 2.011], [-1.646, -3.245, 1.322], [2.610, -1.161, 2.428], [0.888, -1.878, 2.392], [0.941, -2.468, 3.229], [1.826, 0.847, 2.107], [3.020, -0.593, 1.712], [3.820, -0.203, 2.377], [4.069, -0.603, -1.210], [4.551, -0.642, -2.195], [4.755, -0.118, -0.501], [3.863, -1.627, -0.876], [3.078, 1.806, -2.290], [3.339, 2.603, -1.579], [3.958, 1.576, -2.906], [2.267, 2.172, -2.932], [-3.448, -0.848, 0.074], [-4.250, -1.533, 0.409], [-3.847, 0.176, 0.008], [-3.094, -1.156, -0.922], [-2.955, -1.240, 2.831], [-3.278, -0.284, 3.290], [-3.852, -1.848, 2.629], [-2.303, -1.759, 3.544], [0.304, 2.328, 1.285], [-0.283, 3.359, 1.196], [-0.748, 4.520, 1.084], [-1.974, 4.939, 1.079], [-3.071, 5.435, 1.068]]
}


Entry 5:
{
  "formula": "C13H23N4O2P2Sr",
  "method": "ωB97M-V/def2-TZVPD",
  "gap_ev": 6.8,
  "charge": 1,
  "homo_ha": -0.394,
  "energy_ev": -43318.2117,
  "e_lumo_ev": -3.886,
  "spin_multiplicity": 1,
  "symbols": ["Sr", "P", "C", "C", "N", "C", "C", "C", "C", "C", "P", "H", "H", "H", "H", "H", "H", "H", "H", "O", "H", "H", "O", "H", "C", "H", "H", "H", "C", "H", "H", "H", "C", "H", "H", "H", "C", "H", "H", "H", "N", "C", "N", "C", "N"],
  "positions_angstrom": [[-0.694, -1.071, 0.897], [0.472, 1.209, 2.249], [-0.017, 2.661, 1.260], [0.348, 2.508, -0.204], [0.404, 1.282, -0.771], [0.861, 1.185, -2.041], [1.114, 2.315, -2.818], [0.949, 3.594, -2.286], [0.576, 3.670, -0.943], [1.104, -0.162, -2.689], [0.198, -1.492, -1.837], [0.438, 4.630, -0.454], [1.424, 2.188, -3.851], [1.095, 4.497, -2.893], [0.765, -0.087, -3.734], [2.183, -0.399, -2.651], [-1.123, 2.762, 1.312], [0.500, 3.549, 1.659], [-4.673, -0.225, 0.101], [-4.554, 0.727, 0.183], [-5.360, 1.113, -0.184], [-3.287, -3.677, -0.814], [-4.194, -3.411, -1.042], [-4.660, -4.255, -1.207], [-1.318, -1.528, -2.851], [-1.087, -1.718, -3.905], [-1.981, -2.308, -2.459], [-1.840, -0.570, -2.756], [1.053, -3.003, -2.420], [0.506, -3.851, -1.984], [1.077, -3.099, -3.515], [2.077, -3.015, -2.018], [2.124, 1.700, 2.847], [2.102, 2.647, 3.407], [2.491, 0.885, 3.488], [2.804, 1.787, 1.989], [-0.538, 1.476, 3.754], [-0.298, 0.658, 4.445], [-0.316, 2.441, 4.225], [-1.607, 1.407, 3.510], [1.318, -1.911, 1.859], [1.922, -2.560, 2.645], [2.687, -3.166, 3.445], [2.502, -4.224, 4.175], [2.451, -5.161, 4.880]]
}


Number 4 is which compound? C13H23LaN4O2P2